Record 1
Density functional theory data (the ωB97M-V functional and the def2-TZVPD basis) for 4 unconnected molecules or ions with the total composition C30H46BN4O10P2S at a distorted geometry.

Total charge: -1
Energy: -88369.05139 eV
Multiplicity: 1
Lowest unoccupied orbital energy: 0.54 eV

```
94
Properties=species:S:1:pos:R:3:forces:R:3:lowdin_charge:R:1
C -5.9317 -1.1717 0.7421 0.72 0.62 -0.31 -0.190
C -4.4446 -1.2866 1.3584 -0.87 -0.69 0.35 -0.537
S -3.3165 -0.2417 0.3375 -0.40 -0.27 -0.16 0.788
C -2.1388 0.7247 1.3669 0.28 -3.13 1.65 -0.640
P -2.0087 2.6270 1.2206 -0.76 -0.37 -0.70 0.393
C -0.2605 2.3547 0.4177 1.90 0.21 -0.16 -0.249
C -2.9219 2.7744 -0.4697 -1.08 1.18 -1.63 -0.324
C -2.1921 2.2736 -1.7637 -0.33 -0.90 -1.34 -0.224
C -3.0817 2.3004 -3.1090 0.05 1.47 -0.55 -0.381
C -4.6391 2.3397 -2.8987 -0.30 0.02 0.03 -0.120
C -2.7118 3.6265 -3.9419 -0.52 0.09 0.01 -0.121
C -1.7281 4.4923 1.4620 3.30 2.91 -1.90 -0.322
C -1.3028 5.3756 0.1022 -2.36 2.30 1.27 -0.248
C -1.9799 6.8709 0.0381 3.24 -3.64 -0.27 -0.059
O -0.4752 6.5935 0.3560 -3.18 -1.16 -1.06 -0.170
B -3.8494 2.7983 1.9369 -2.28 -0.09 0.99 -0.639
O -4.7124 3.9545 1.6311 1.14 -0.74 0.67 0.003
O -4.5820 1.7919 2.6512 0.36 0.53 -1.54 0.028
P -1.0919 2.5502 3.3012 1.84 0.26 1.82 0.783
N -0.0361 1.1051 3.4835 -0.23 0.53 0.83 -0.247
O -2.2980 2.3221 4.5107 0.40 -0.63 -0.41 -0.388
H -5.9298 -0.2579 0.0716 -0.12 -0.97 0.76 0.039
H -6.1782 -2.0473 0.0670 0.14 0.88 1.03 0.061
H -6.7087 -0.9915 1.5400 0.75 -0.52 -0.83 0.061
H -4.4514 -0.9789 2.4458 0.16 -0.10 -1.27 0.068
H -4.1322 -2.3813 1.3120 -0.23 1.38 0.10 0.055
H -2.4075 0.4534 2.4504 -0.11 0.61 -1.38 0.036
H -1.1601 0.1442 1.2755 -1.03 1.17 -0.13 0.024
H -0.1372 1.3772 -0.1410 -0.43 1.08 0.77 0.019
H 0.0533 3.1437 -0.3168 -0.34 -0.45 0.73 0.026
H 0.5568 2.3556 1.2200 -0.99 -0.01 -0.85 0.030
H -3.2533 3.8453 -0.7150 0.80 -0.99 0.71 0.095
H -3.9745 2.3373 -0.3476 1.58 -0.13 -0.39 0.054
H -1.2843 2.8875 -2.0778 -1.01 -0.65 0.97 0.091
H -1.8150 1.2084 -1.6729 -0.43 1.15 0.20 0.087
H -2.7923 1.4403 -3.7859 -0.43 0.72 0.88 0.123
H -5.1824 2.4808 -3.8913 0.73 -0.41 1.12 0.073
H -4.9714 3.2189 -2.2562 0.64 -1.05 -0.70 0.082
H -5.0043 1.4026 -2.3900 0.29 0.88 -0.55 0.070
H -3.3288 3.7044 -4.8951 0.71 -0.23 1.05 0.066
H -1.6266 3.6767 -4.2356 -0.98 -0.14 0.38 0.067
H -2.9649 4.5643 -3.3483 0.38 -1.15 -0.50 0.077
H -0.7388 4.6329 2.0189 -1.31 -0.34 -0.48 0.031
H -2.4570 5.1027 2.0495 0.32 -0.69 -0.60 0.069
H -1.1768 4.8142 -0.9149 0.05 1.34 2.01 0.119
H -2.1291 7.1797 -1.0269 0.03 0.32 1.38 0.083
H -2.5665 7.2273 0.9204 0.61 -0.32 -1.14 0.094
H -4.6583 4.4911 2.4448 -0.27 -0.18 -0.53 0.083
H -5.4346 1.7294 2.1713 0.29 0.23 0.69 0.094
H 0.7872 1.4473 4.0000 -0.56 -0.36 -0.26 -0.004
H -0.4704 0.3889 4.0767 0.15 -0.01 -0.46 0.008
H -2.0331 1.6041 5.1089 -0.20 0.34 -0.29 0.019
C 4.4491 -0.8091 2.6074 -0.05 0.02 -0.12 -0.069
C 5.0258 -0.1219 1.5438 -0.17 -0.11 0.03 -0.075
C 4.3048 0.0800 0.3742 0.11 0.07 -0.06 -0.005
C 3.0050 -0.4078 0.2830 0.39 -0.10 0.69 -0.138
C 2.4236 -1.1018 1.3389 -0.15 -0.08 0.00 0.013
C 3.1521 -1.3020 2.5046 0.36 0.16 0.04 -0.064
N 2.2327 -0.1763 -0.9370 -0.48 0.00 -0.13 -0.330
O 2.7779 0.4216 -1.8519 -0.08 -0.07 0.17 0.044
O 1.0882 -0.5892 -0.9691 0.48 0.01 -0.11 0.073
H 5.0131 -0.9601 3.5221 -0.05 0.02 -0.06 0.104
H 6.0370 0.2592 1.6286 -0.08 0.00 -0.06 0.103
H 4.7627 0.6164 -0.4476 -0.23 -0.04 -0.01 0.116
H 1.4127 -1.4865 1.2705 0.04 0.19 -0.11 0.122
H 2.7049 -1.8408 3.3357 0.23 0.43 -0.39 0.075
C 3.3971 -7.5105 2.7669 -0.01 0.03 0.01 -0.075
C 3.0551 -6.4284 1.9633 0.00 -0.07 0.23 -0.063
C 2.4826 -5.2957 2.5283 -0.01 0.11 -0.11 0.009
C 2.2617 -5.2574 3.9013 0.33 -0.65 -0.37 -0.138
C 2.5940 -6.3381 4.7111 0.02 -0.06 0.14 -0.003
C 3.1634 -7.4678 4.1376 -0.03 0.16 -0.18 -0.071
N 1.6822 -4.0565 4.5027 -0.27 0.24 0.19 -0.331
O 1.3875 -3.1380 3.7581 -0.32 -0.59 0.31 0.045
O 1.5323 -4.0406 5.7106 0.08 -0.03 -0.21 0.086
H 3.8490 -8.3912 2.3232 -0.05 0.07 0.03 0.106
H 3.2377 -6.4667 0.8958 -0.04 0.05 0.08 0.110
H 2.2200 -4.4582 1.8932 -0.03 0.02 0.22 0.119
H 2.4192 -6.3139 5.7796 -0.06 0.19 -0.13 0.119
H 3.4291 -8.3149 4.7592 -0.04 0.09 -0.01 0.106
C 2.8311 -2.3264 -4.1929 -0.01 -0.03 0.02 -0.055
C 3.7986 -1.3301 -4.2643 0.07 -0.13 -0.15 -0.052
C 4.7730 -1.3763 -5.2540 0.02 0.03 0.01 0.005
C 4.7652 -2.4244 -6.1698 -0.51 0.06 0.54 -0.152
C 3.8052 -3.4288 -6.1002 -0.07 -0.13 -0.06 -0.011
C 2.8363 -3.3761 -5.1059 0.17 0.20 0.03 -0.067
N 5.7743 -2.4644 -7.2291 0.22 0.01 -0.21 -0.356
O 6.6117 -1.5800 -7.2502 -0.14 -0.17 0.01 0.069
O 5.7188 -3.3783 -8.0333 0.02 0.13 0.13 0.065
H 2.0682 -2.2836 -3.4222 0.05 0.05 -0.06 0.107
H 3.7899 -0.5166 -3.5504 -0.01 -0.07 -0.10 0.083
H 5.5215 -0.5952 -5.3007 -0.01 -0.16 -0.16 0.118
H 3.7980 -4.2487 -6.8077 0.16 0.17 -0.03 0.115
H 2.0816 -4.1516 -5.0442 0.07 0.05 -0.04 0.106
```
Forces are in eV/Å.


Record 2
Density functional theory data (the ωB97M-V functional and the def2-TZVPD basis) for a molecular structure, C30H46Br2N6O2PbSSi at a distorted geometry.

Total charge: +2
Energy: -208926.96084 eV
Multiplicity: 1
ΔE to the lowest compared entry with this formula, charge and spin: 0.965 eV
Lowest unoccupied orbital energy: -5.61 eV

```
89
Properties=species:S:1:pos:R:3:forces:R:3:lowdin_charge:R:1
Pb -1.9670 -1.2688 1.4563 -0.40 -0.31 0.21 1.064
C 1.3490 -3.7232 3.9991 -0.02 0.09 0.00 -0.004
C 0.3417 -3.1931 3.0279 0.04 -0.12 -0.02 -0.237
N -0.5829 -2.3541 3.3312 -0.29 -0.05 0.08 -0.063
N -0.6170 -1.9469 4.6507 0.24 -0.10 0.13 0.035
C -1.7089 -1.5197 5.1488 -0.15 0.08 -0.08 -0.635
N -1.7587 -0.9823 6.3887 0.06 0.09 -0.06 0.125
S -3.3192 -1.5298 4.3140 0.11 0.11 -0.11 1.020
C 0.3711 -3.7160 1.6241 -0.02 0.05 0.11 -0.237
C 1.4037 -4.5350 1.1981 0.06 -0.05 -0.03 0.007
C 1.3618 -5.0676 -0.0848 0.03 0.00 0.05 -0.026
C 0.2789 -4.7880 -0.8941 -0.01 -0.01 -0.02 -0.024
C -0.7055 -3.9435 -0.4014 0.00 0.06 -0.02 -0.124
N -0.6565 -3.4127 0.8150 -0.01 -0.05 0.17 -0.037
H 1.1421 -3.3665 4.9997 0.00 -0.01 0.01 0.073
H 2.3470 -3.3819 3.7133 0.00 -0.05 -0.03 0.105
H 1.3481 -4.8133 3.9963 0.01 0.01 -0.03 0.103
H -0.9171 -1.0005 6.9444 0.03 0.01 -0.03 0.125
H -2.6360 -0.9366 6.8786 -0.01 -0.06 0.01 0.107
H 2.2335 -4.7621 1.8509 -0.01 0.00 -0.01 0.119
H 2.1691 -5.6956 -0.4378 -0.03 -0.03 0.02 0.128
H 0.1905 -5.2097 -1.8854 -0.01 0.02 0.00 0.123
H -1.5680 -3.6841 -1.0059 0.02 0.02 -0.01 0.115
C -3.8238 3.6071 -1.9228 0.00 -0.06 0.07 -0.023
C -4.1355 2.1980 -1.4987 0.02 0.08 -0.04 -0.233
C -5.2343 1.4980 -1.9879 -0.03 -0.02 -0.01 0.011
C -5.4661 0.1876 -1.5996 -0.04 -0.03 -0.03 -0.071
C -4.5631 -0.3753 -0.7203 0.00 0.03 -0.02 -0.734
Br -4.7772 -2.1986 -0.1831 -0.07 0.05 -0.05 0.741
N -3.5250 0.2614 -0.2198 -0.01 0.11 -0.04 -0.090
C -3.3180 1.5260 -0.6013 0.01 -0.04 0.01 -0.105
H -4.5459 3.9661 -2.6528 0.01 0.01 0.00 0.087
H -2.8296 3.6629 -2.3688 -0.01 0.00 -0.02 0.080
H -3.8369 4.2861 -1.0694 -0.02 0.00 -0.01 0.091
H -5.9145 1.9760 -2.6826 0.02 -0.01 0.00 0.132
H -6.3093 -0.3770 -1.9702 0.01 0.01 -0.01 0.116
H -2.4454 2.0113 -0.1722 0.01 -0.02 -0.03 0.115
C 2.4644 2.4522 0.3001 0.04 -0.02 -0.06 -0.095
C 2.2245 2.3786 -1.2192 -0.01 0.12 0.14 -0.621
C 3.4702 2.9208 -1.9552 -0.02 -0.08 -0.04 -0.066
C 1.0248 3.2854 -1.5293 0.06 0.01 -0.07 -0.090
Si 1.9419 0.6237 -1.8400 -0.73 -0.45 0.63 0.850
Br 0.1041 -0.2300 0.0222 1.04 0.60 -0.72 0.342
C 0.8354 0.3768 -3.3570 -0.13 -0.02 -0.02 -0.621
C 0.7072 -1.1074 -3.7293 0.06 0.06 -0.05 -0.091
C 1.5134 1.1300 -4.5229 0.04 -0.01 0.05 -0.068
C -0.5984 0.9119 -3.1766 0.09 0.04 -0.07 -0.112
C 3.2652 -0.6838 -1.4850 0.03 -0.10 0.02 -0.618
C 4.2315 -0.6710 -2.6914 -0.05 0.07 0.00 -0.067
C 4.0536 -0.3552 -0.2093 0.05 0.04 -0.09 -0.088
C 2.7062 -2.1061 -1.3092 0.04 0.06 -0.08 -0.120
H 2.5323 3.5066 0.5822 0.00 -0.01 -0.01 0.099
H 3.3926 1.9768 0.6003 0.02 0.04 0.02 0.062
H 1.6500 2.0060 0.8672 -0.01 0.06 0.02 0.019
H 3.6380 3.9523 -1.6347 0.01 -0.01 -0.01 0.102
H 3.3495 2.9283 -3.0413 0.01 0.02 0.02 0.079
H 4.3710 2.3525 -1.7160 -0.01 0.03 0.01 0.073
H 1.2420 4.2863 -1.1469 -0.01 -0.02 0.01 0.098
H 0.1164 2.9268 -1.0393 0.00 0.03 -0.01 0.069
H 0.8400 3.3830 -2.5989 -0.02 0.02 0.01 0.069
H 1.6658 -1.5565 -3.9868 -0.03 -0.02 -0.01 0.070
H 0.0657 -1.1892 -4.6111 0.00 0.00 0.02 0.098
H 0.2487 -1.6836 -2.9225 0.00 -0.01 -0.02 0.068
H 2.5298 0.7752 -4.7135 -0.03 0.01 -0.03 0.082
H 1.5560 2.2070 -4.3524 -0.02 -0.02 -0.02 0.072
H 0.9312 0.9631 -5.4330 0.02 0.00 0.00 0.101
H -1.1065 0.4253 -2.3451 -0.04 -0.02 -0.05 0.017
H -1.1583 0.6969 -4.0916 0.02 0.01 0.00 0.097
H -0.6303 1.9861 -3.0163 -0.03 0.01 -0.01 0.055
H 4.6818 0.3113 -2.8562 0.02 -0.04 0.00 0.081
H 3.7431 -0.9804 -3.6170 0.03 -0.01 0.01 0.072
H 5.0440 -1.3756 -2.4950 0.00 0.02 -0.01 0.101
H 4.5986 0.5844 -0.2909 0.01 -0.02 0.03 0.072
H 4.7945 -1.1431 -0.0480 -0.01 0.00 0.00 0.096
H 3.4052 -0.3127 0.6677 0.03 0.00 0.01 0.080
H 2.2468 -2.4945 -2.2138 0.01 -0.04 0.01 0.061
H 1.9725 -2.1536 -0.5058 0.05 -0.03 0.03 0.013
H 3.5395 -2.7669 -1.0501 -0.01 0.01 -0.02 0.097
O -0.0901 2.0290 2.5349 -0.02 -0.05 -0.08 0.096
C -1.1119 1.9722 3.1437 -0.17 0.18 0.01 -0.424
C -1.7532 3.0706 3.9807 0.00 -0.03 -0.03 -0.046
C -3.0425 2.4370 4.5027 -0.03 0.06 0.05 -0.046
C -2.8843 1.0295 4.0232 0.11 -0.12 0.19 -0.432
O -3.7086 0.1067 4.5197 -0.09 -0.04 0.04 -0.318
N -1.9172 0.7777 3.2224 0.13 -0.06 0.04 0.091
H -1.9019 3.9607 3.3727 -0.01 -0.01 -0.02 0.135
H -1.0634 3.3407 4.7802 -0.01 -0.01 0.01 0.139
H -3.9456 2.8698 4.0682 -0.01 -0.02 -0.01 0.144
H -3.1603 2.4700 5.5845 0.01 -0.04 0.00 0.139
```
Forces are in eV/Å.